No. 1
Entry from the Open Molecules 2025 dataset: a molecular structure, C3H3IO at a distorted geometry (ωB97M-V/def2-TZVPD).

Geometry as XYZ:
```
8
Properties=species:S:1:pos:R:3:forces:R:3
C 0.534898 0.673927 -0.137569 0.5 1.1 -0.3
C -0.765762 0.984453 0.080698 1.1 -0.2 1.4
C 0.207299 -0.691500 0.174180 -1.2 -2.1 -4.0
O -1.131174 -0.312129 0.455438 -0.8 -0.7 1.0
I 1.413391 -2.188163 1.111814 -1.0 1.0 -0.3
H 1.487610 1.074242 -0.434993 -0.3 0.5 -0.1
H -1.462399 1.795136 0.308769 0.4 -0.2 -0.7
H -0.283863 -1.335966 -1.558337 1.3 0.7 2.9
```
Positions in Å, forces in eV/Å.

Orbital gap (spin up / spin down) ... 8.2 / 8.4 eV
Molar mass ... 181.96 g/mol
Highest occupied orbital energy (spin up / spin down) ... -8.7 / -8.9 eV
Relative energy (zero: lowest compared OMol25 entry of this formula, charge and spin) ... 4.4585 eV
LUMO energy (spin up / spin down) ... -0.49 / -0.57 eV

No. 2
Entry from the Open Molecules 2025 dataset: 2 unconnected molecules or ions with the total composition C3H3IO at a distorted geometry (ωB97M-V/def2-TZVPD).

Geometry as XYZ:
```
8
Properties=species:S:1:pos:R:3:forces:R:3
C -0.805328 -0.936836 -1.902612 1.4 -0.7 -1.3
C -1.814084 0.823266 -0.283783 6.8 1.1 -4.0
C -0.990434 -0.104228 -1.061519 -3.0 2.6 2.3
O -2.814340 0.495237 0.307634 -4.9 -1.7 3.0
I 0.308486 -0.678689 2.237551 0.2 -0.1 0.9
H 0.655350 -0.932874 3.835789 -0.2 0.1 -0.9
H -0.312613 -1.455409 -2.678062 -0.1 -0.6 -0.2
H -1.546807 1.908293 -0.293967 -0.2 -0.6 0.2
```
Positions in Å, forces in eV/Å.

Multiplicity ... 3
Orbital gap (spin up / spin down) ... 7.6 / 6.8 eV
Molar mass ... 181.96 g/mol
Highest occupied orbital energy (spin up / spin down) ... -7.0 / -9.9 eV
Relative energy (zero: lowest compared OMol25 entry of this formula, charge and spin) ... 1.1564 eV
LUMO energy (spin up / spin down) ... 0.52 / -3.09 eV

No. 3
Entry from the Open Molecules 2025 dataset: 2 unconnected molecules or ions with the total composition C3H3IO2 at a distorted geometry (ωB97M-V/def2-TZVPD).

Geometry as XYZ:
```
9
Properties=species:S:1:pos:R:3:forces:R:3
C 0.540926 -1.347169 -1.052479 -1.3 -2.3 -2.4
C 1.327189 0.372304 0.807994 1.0 -4.0 2.0
C 0.847547 -0.281469 -0.417936 -0.1 1.0 1.9
O 0.071970 -2.160134 -1.774553 0.7 0.9 1.3
O 1.897757 0.600467 -0.415315 1.7 1.2 -1.2
I -4.217179 0.698092 -0.500691 -1.2 -0.7 -1.0
H 0.769528 1.058361 1.314235 -1.7 2.5 0.5
H 1.879376 -0.220297 1.643507 -0.4 0.6 -2.0
H -3.117112 1.279841 0.395242 1.2 0.7 1.0
```
Positions in Å, forces in eV/Å.

Orbital gap ... 9.1 eV
Molar mass ... 197.96 g/mol
Highest occupied orbital energy ... -9.0 eV
Relative energy (zero: lowest compared OMol25 entry of this formula, charge and spin) ... 3.5554 eV
LUMO energy ... 0.11 eV

No. 4
Entry from the Open Molecules 2025 dataset: 2 unconnected molecules or ions with the total composition C3H3IO2 at a distorted geometry (ωB97M-V/def2-TZVPD).

Geometry as XYZ:
```
9
Properties=species:S:1:pos:R:3:forces:R:3
C 2.919977 1.539057 -0.162441 4.3 2.7 1.2
C -0.157904 -0.553495 0.265862 1.5 0.3 1.2
C 0.263281 0.547966 -0.677763 -1.3 -1.3 -0.8
O 3.464459 2.603759 -0.019600 -0.1 -2.0 -0.1
O 0.770315 -0.614383 -0.929856 -0.6 0.8 1.0
I 3.659584 -0.428099 0.045877 0.9 -0.2 0.2
H 0.411519 -0.343113 1.264780 -1.1 -1.3 -1.7
H -0.956324 -1.326240 0.184105 0.6 1.2 0.1
H 1.948364 1.492833 -0.368281 -4.2 -0.3 -1.1
```
Positions in Å, forces in eV/Å.

Orbital gap ... 9.7 eV
Molar mass ... 197.96 g/mol
Highest occupied orbital energy ... -9.7 eV
Relative energy (zero: lowest compared OMol25 entry of this formula, charge and spin) ... 4.5066 eV
LUMO energy ... -0.03 eV